Record 1
Density functional theory data (ωB97M-V/def2-TZVPD) for an isolated molecule of C7H11N.

```
! RIJCOSX wB97M-V def2-TZVPD def2/J DEFGRID3
* xyz 0 1
C -1.595 0.486 -0.085
C -1.440 -0.921 -0.064
C 1.713 0.048 0.294
C 0.869 1.090 -0.537
C -0.172 1.140 0.436
C 0.453 -0.124 1.215
C 1.103 -1.184 -0.441
H -1.843 0.616 -1.233
H -2.575 0.718 0.491
H -1.629 -1.182 -1.161
H -2.279 -1.225 0.803
H 2.951 0.140 0.377
H 1.220 2.181 -0.325
H 0.499 0.977 -1.634
H -0.576 1.964 0.845
H 0.288 -0.339 2.397
H 2.077 -1.955 -0.145
H 1.042 -1.239 -1.622
N -0.103 -1.191 0.388
*
```

Properties
HOMO level: -7.82 eV
Gap between HOMO and LUMO: 0.326 hartree
Lowest unoccupied orbital energy: 1.1 eV

Atomic partial charges in e from the natural (NBO) method, atoms 1 to 4: -0.4220 -0.2329 -0.2447 -0.4445

---

Record 2
Density functional theory data (ωB97M-V/def2-TZVPD) for an isolated molecule of C7H11N.

```
! RIJCOSX wB97M-V def2-TZVPD def2/J DEFGRID3
* xyz 0 1
C -0.083 -1.076 0.193
C -1.085 -0.264 -0.695
C -0.181 0.877 -1.224
C -0.237 2.084 -0.252
C 0.971 1.138 -0.297
C 1.020 -0.144 0.602
C -0.044 -0.438 1.587
H 1.158 -2.714 -0.164
H -0.545 -3.037 0.346
H -1.934 0.126 -0.097
H -1.430 -0.862 -1.634
H -0.251 1.304 -2.257
H -0.090 3.035 -0.868
H -0.888 2.173 0.608
H 1.878 1.441 -0.752
H 2.006 -0.598 0.942
H 0.262 -1.046 2.343
H -0.590 0.443 1.884
N 0.064 -2.441 -0.264
*
```

Properties
HOMO level: -8.88 eV
Gap between HOMO and LUMO: 0.368 hartree
Lowest unoccupied orbital energy: 1.1 eV

Atomic partial charges in e from the natural (NBO) method, atoms 1 to 4: 0.1061 -0.4188 -0.2273 -0.4253

---

Record 3
Density functional theory data (ωB97M-V/def2-TZVPD) for an isolated molecule of C7H11N.

```
! RIJCOSX wB97M-V def2-TZVPD def2/J DEFGRID3
* xyz 0 1
C 0.906 -0.904 -1.414
C 1.872 -1.814 -1.662
N 2.543 -1.995 -2.847
C 0.108 -0.817 -0.113
C -0.534 0.510 0.186
C -1.389 0.792 1.221
C -1.786 2.122 1.579
C -2.149 2.333 2.908
H 0.554 -0.272 -2.127
H 2.023 -2.590 -0.850
H 3.543 -2.185 -2.917
H 2.178 -1.529 -3.603
H -0.750 -1.458 -0.002
H 0.657 -1.139 0.741
H -0.276 1.249 -0.534
H -1.446 -0.161 1.736
H -1.679 2.880 0.840
H -1.953 1.612 3.649
H -2.421 3.366 3.212
*
```

Properties
HOMO level: -7.87 eV
Gap between HOMO and LUMO: 0.330 hartree
Lowest unoccupied orbital energy: 1.1 eV

Atomic partial charges in e from the natural (NBO) method, atoms 1 to 4: -0.2863 0.0225 -0.8235 -0.4844

---

Record 4
Density functional theory data (ωB97M-V/def2-TZVPD) for a structure of composition C7H11N2.

```
! RIJCOSX wB97M-V def2-TZVPD def2/J DEFGRID3
* xyz 1 1
C -0.261 0.021 0.372
C -0.772 1.315 0.149
C -0.117 1.887 -0.927
C -0.378 -1.023 1.181
C -1.250 -0.914 2.436
C 0.315 -2.347 0.966
C 1.397 1.390 -2.780
N 0.826 -0.086 -1.111
N 0.648 1.013 -1.611
H -1.510 1.759 0.751
H -0.279 2.912 -1.256
H -1.337 -1.779 3.023
H -2.131 -0.485 1.968
H -0.863 -0.271 3.190
H -0.230 -3.076 1.583
H 1.341 -2.132 1.366
H 0.181 -2.460 -0.187
H 0.600 1.485 -3.519
H 1.912 2.299 -2.598
H 1.905 0.492 -2.995
*
```

Properties
HOMO level: -13.72 eV
Gap between HOMO and LUMO: 0.305 hartree
Lowest unoccupied orbital energy: -5.4 eV

Atomic partial charges in e from the natural (NBO) method, atoms 1 to 4: 0.0154 -0.1491 -0.0898 0.2427

---

Record 5
Density functional theory data (ωB97M-V/def2-TZVPD) for a cluster of 2 separate species, C7H11N2O in total.

```
! RIJCOSX wB97M-V def2-TZVPD def2/J DEFGRID3
* xyz 1 1
C 0.549 0.227 -2.171
C -1.085 2.198 -0.348
C 0.270 0.277 -0.876
C 0.583 -2.212 -0.252
C -0.233 -1.638 0.886
C 0.730 -0.733 0.104
C 2.075 -0.452 0.771
N -3.570 2.725 1.664
N -3.100 3.401 0.922
O -0.752 1.014 -0.223
H 0.194 0.992 -2.832
H 1.209 -0.484 -2.532
H -0.373 2.861 -0.931
H 1.374 -2.810 0.098
H 0.044 -2.497 -1.254
H -1.232 -1.714 0.510
H -0.013 -1.926 1.824
H 2.258 -1.106 1.613
H 1.984 0.536 1.265
H 2.859 -0.382 -0.054
H -3.771 1.723 1.815
*
```

Properties
HOMO level (spin up / spin down): -12.96 / -12.78 eV
Gap between HOMO and LUMO (spin up / spin down): 0.255 / 0.236 hartree
Lowest unoccupied orbital energy (spin up / spin down): -6.0 / -6.4 eV

Atomic partial charges in e from the natural (NBO) method, atoms 1 to 4: -0.3749 0.2224 0.2752 -0.3792

---

Record 6
Density functional theory data (ωB97M-V/def2-TZVPD) for a cluster of 2 separate species, C7H11N2O2 in total.

```
! RIJCOSX wB97M-V def2-TZVPD def2/J DEFGRID3
* xyz -1 1
C -1.614 -1.756 -2.358
C -2.370 -2.580 -1.315
C -1.536 -0.260 -1.994
O -2.538 0.471 -2.114
O -0.386 0.120 -1.618
H -0.565 -2.049 -2.357
H -1.958 -1.971 -3.372
H -1.785 -2.677 -0.405
H -2.645 -3.560 -1.720
H -3.333 -2.101 -1.105
C 3.419 1.145 2.014
C -0.017 1.979 2.056
C 1.990 1.402 1.631
C 1.251 1.000 0.560
N 1.188 2.011 2.568
N -0.030 1.387 0.848
H -0.893 2.525 2.379
H -0.756 1.412 0.139
H 1.286 0.300 -0.254
H 3.457 0.212 2.586
H 3.742 1.944 2.666
H 4.093 1.045 1.166
*
```

Properties
HOMO level: -4.58 eV
Gap between HOMO and LUMO: 0.306 hartree
Lowest unoccupied orbital energy: 3.7 eV

Atomic partial charges in e from the natural (NBO) method, atoms 1 to 4: -0.5101 -0.6021 0.7621 -0.7726

---

Record 7
Density functional theory data (ωB97M-V/def2-TZVPD) for a cluster of 2 separate species, C7H11N2O2 in total.

```
! RIJCOSX wB97M-V def2-TZVPD def2/J DEFGRID3
* xyz -1 1
C 1.177 1.280 2.887
C -0.186 1.672 2.298
O -1.224 1.094 2.745
O -0.164 2.576 1.446
H 1.940 1.434 2.125
H 1.194 0.290 3.345
H 1.236 1.949 3.756
C 1.031 -0.795 -0.610
C 0.539 -0.949 0.814
C -0.023 -0.795 -1.654
C -1.369 -0.852 -1.457
C -0.907 -0.350 -3.554
N 0.245 -0.374 -2.949
N -1.959 -0.547 -2.692
H 1.578 0.159 -0.658
H 1.862 -1.442 -0.954
H -0.022 -1.882 0.947
H -2.057 -0.709 -0.636
H -1.100 -0.079 -4.580
H -2.867 -0.649 -3.100
H -0.262 -0.222 0.957
H 1.338 -0.808 1.525
*
```

Properties
HOMO level: -3.86 eV
Gap between HOMO and LUMO: 0.258 hartree
Lowest unoccupied orbital energy: 3.2 eV

Atomic partial charges in e from the natural (NBO) method, atoms 1 to 4: -0.7464 0.7501 -0.8172 -0.7823

---

Record 8
Density functional theory data (ωB97M-V/def2-TZVPD) for a cluster of 2 separate species, C7H11N2O2 in total.

```
! RIJCOSX wB97M-V def2-TZVPD def2/J DEFGRID3
* xyz -1 1
C 0.114 1.635 -1.247
C -1.406 1.664 0.638
C -0.089 1.678 0.206
C 0.004 1.852 2.389
N -1.354 1.985 2.039
N 0.820 1.832 1.324
H -2.289 1.478 0.116
H -1.980 1.991 2.736
H -0.479 2.480 -1.678
H -0.467 0.736 -1.619
H 0.519 1.833 3.398
H 1.144 1.855 -1.661
C 0.862 -2.192 -1.198
C -0.594 -2.032 -0.746
C 1.797 -2.098 0.120
O 1.360 -2.601 1.165
O 2.877 -1.542 -0.173
H 1.020 -3.092 -1.810
H 1.139 -1.267 -1.867
H -0.886 -2.875 -0.111
H -1.194 -2.227 -1.675
H -0.918 -1.092 -0.346
*
```

Properties
HOMO level: -3.42 eV
Gap between HOMO and LUMO: 0.245 hartree
Lowest unoccupied orbital energy: 3.2 eV

Atomic partial charges in e from the natural (NBO) method, atoms 1 to 4: -0.6497 -0.1389 0.1126 0.1641

---

Record 9
Density functional theory data (ωB97M-V/def2-TZVPD) for a structure of composition C7H11N2O4.

```
! RIJCOSX wB97M-V def2-TZVPD def2/J DEFGRID3
* xyz -1 1
C -0.617 0.083 2.101
C -0.327 0.410 0.856
C 1.826 1.310 -1.706
C -0.718 -0.604 -0.176
C -1.669 -0.063 -1.267
C 0.596 1.534 0.587
C 1.885 1.248 -0.149
N -1.629 -1.736 1.137
N -0.753 -2.798 1.368
O 2.152 2.328 -2.322
O 1.437 0.210 -2.285
O -1.492 -0.913 2.276
O 0.314 -1.258 -0.618
H -0.340 0.603 2.929
H -1.806 0.979 -1.255
H -2.657 -0.451 -1.299
H -1.307 -0.312 -2.226
H 0.175 2.339 -0.033
H 0.733 1.898 1.537
H 2.739 1.887 0.063
H 2.109 0.294 0.129
H -1.515 -3.587 1.383
H -0.058 -2.996 0.637
H 0.923 -0.406 -1.668
*
```

Properties
HOMO level: -4.39 eV
Gap between HOMO and LUMO: 0.296 hartree
Lowest unoccupied orbital energy: 3.7 eV

Atomic partial charges in e from the natural (NBO) method, atoms 1 to 4: 0.1319 -0.1741 0.8042 0.4713

---

Record 10
Density functional theory data (ωB97M-V/def2-TZVPD) for a cluster of 2 separate species, C7H11N2S in total.

```
! RIJCOSX wB97M-V def2-TZVPD def2/J DEFGRID3
* xyz 1 1
C -1.567 0.408 -1.465
C -1.113 1.483 -0.685
C -0.296 -0.408 0.080
C 2.494 -4.848 0.121
C 1.943 -3.680 -0.217
C -1.437 2.864 -0.798
C 0.119 1.535 1.464
N -0.403 0.915 0.280
N -1.008 -0.719 -0.968
S 1.784 -2.308 0.872
H -1.918 0.415 -2.437
H 2.553 -5.620 -0.574
H 2.992 -4.890 1.091
H 1.493 -3.469 -1.222
H -0.672 3.228 -0.073
H -1.410 3.285 -1.870
H -2.403 3.194 -0.381
H 0.940 0.924 1.942
H 0.479 2.559 1.194
H -0.592 1.694 2.261
H -0.962 -1.624 -1.412
*
```

Properties
HOMO level (spin up / spin down): -12.71 / -12.77 eV
Gap between HOMO and LUMO (spin up / spin down): 0.247 / 0.247 hartree
Lowest unoccupied orbital energy (spin up / spin down): -6.0 / -6.0 eV

Atomic partial charges in e from the natural (NBO) method, atoms 1 to 4: -0.0755 0.1644 0.4817 -0.2107